Entry 1:
107
Properties=species:S:1:pos:R:3:forces:R:3 method="wB97M-V/def2-TZVPD" multiplicity=4 charge=0 fmax_ev_per_a=0.98 de_lowest_kcal_mol=11.6
H 0.28838 6.35601 -3.31533 0.0253 -0.0002 -0.0055
H 5.46134 2.53385 -1.80353 0.0115 0.0930 -0.0470
H 3.35893 -2.82119 3.41239 0.0449 0.0168 -0.0046
C 0.53250 5.29648 -3.25991 0.1554 -0.0970 -0.0125
C -5.42455 1.84897 -0.43727 0.0062 0.0110 -0.0728
C -1.36394 1.11126 -4.67947 -0.1478 -0.0226 -0.0369
C 5.43084 -0.85485 0.00726 0.1249 -0.0162 -0.0548
H 0.13476 4.81457 -4.15538 0.0263 -0.0226 0.0064
H 3.38856 0.71726 -7.46292 0.0110 -0.0162 0.0491
H -3.12826 -0.71792 -1.61673 0.0151 -0.0467 -0.0050
H -4.82348 -2.52691 -1.35709 -0.0078 0.0748 0.0102
C 2.83144 -0.41640 -3.80730 -0.0197 -0.2152 0.1621
H 5.89854 4.91212 -2.78853 -0.0674 0.0094 -0.0182
Te 1.31815 2.14775 -2.95854 -0.5801 0.5541 -0.5572
C 4.21508 6.20978 -3.06375 -0.0336 0.0870 -0.0150
H 4.88053 -2.60050 -6.51590 -0.0125 0.0265 -0.0079
Au -0.10250 0.01582 -0.08985 0.2846 0.1533 -0.1911
H 2.51291 3.42964 -5.65672 0.0186 0.0013 0.0399
H -1.42458 1.92563 -3.97408 -0.0118 0.0292 0.0786
H -4.61030 1.89755 1.55690 -0.0134 0.0180 -0.1223
C 4.06827 3.80155 -2.85944 0.0326 -0.1007 -0.0184
C -2.83088 2.34280 -1.28337 0.0600 0.0511 -0.2078
I -4.37410 -5.01358 3.32324 -0.0528 -0.0563 0.0110
H 5.98860 -1.14419 -2.02851 0.0052 0.0129 0.0261
H 4.70836 -1.90683 4.07504 -0.0172 -0.0320 -0.0429
C -1.37142 -1.00908 -6.46784 0.0201 0.0371 0.0299
H 7.28995 -1.44967 -0.86194 -0.0325 0.0155 -0.0039
I 0.36738 -1.83187 4.88806 0.0380 0.0476 -0.0391
N -0.09025 0.57351 -2.04236 -0.3455 -0.5528 -0.1077
H -1.38658 -1.84143 -7.16161 0.0032 0.0355 0.0271
S 2.16479 1.22844 0.51203 -0.2302 0.0419 0.0017
C -5.15891 1.93877 -1.80261 0.2723 -0.1281 0.3250
C 2.40862 0.84248 -4.22653 -0.1764 0.1625 -0.1862
H -4.80612 -3.89885 0.71596 -0.0159 0.0264 -0.0112
C 2.67931 3.87591 -3.01227 0.2453 -0.3505 0.3475
H 5.16510 -1.22326 -7.58984 -0.0154 -0.0086 0.0173
H -1.15968 2.58719 0.79753 -0.1358 0.2836 -0.1094
O -6.64052 0.15053 -2.91618 0.2392 0.0746 0.1956
H 0.96948 2.62244 -5.95243 0.0596 -0.0176 0.0119
H 4.32841 0.61921 -0.88039 -0.0088 0.0600 -0.0138
H 3.81809 -2.21873 -4.39708 -0.0120 0.0269 -0.0274
H -0.00861 4.88320 -2.40740 0.0242 -0.0309 0.0245
C -3.86202 2.20969 -2.21121 0.0364 -0.0146 0.0587
H 2.22456 2.60566 -7.19105 0.0107 -0.0084 0.0218
C -4.07337 -3.11832 0.56145 -0.0233 -0.0418 0.1073
C -0.94016 -0.14536 -4.25697 -0.0259 0.1116 0.0167
N -2.03799 2.14921 1.01394 -0.1149 -0.2777 -0.1720
H 5.55474 7.62905 -2.15322 -0.0128 -0.0063 -0.0086
C -3.02093 -3.54051 2.81806 0.0399 0.0279 0.0226
C 2.83030 6.26001 -3.17747 0.0008 0.0265 0.0030
H -0.65655 -2.18614 -4.81000 -0.0157 0.0052 -0.0104
H 6.26584 -2.39764 1.21411 -0.0481 0.0380 -0.0026
O -0.21955 -0.71872 1.96495 0.4403 0.2377 0.1917
C 2.57150 -0.98547 -2.42847 0.0878 0.0965 -0.1212
H 6.79726 0.21315 -1.24412 -0.0156 -0.0644 0.0201
C -2.03784 -3.23529 3.76168 -0.0855 0.0768 -0.2803
H 3.68388 -2.16195 -7.73475 0.0107 0.0170 0.0225
C 6.44180 -0.80906 -1.09144 -0.0244 0.0316 0.0060
H -3.68023 2.28665 -3.27598 0.0152 0.0342 0.0167
C -1.08581 -2.27483 3.49720 -0.0672 0.1125 -0.2793
H 4.42861 8.33958 -3.31119 0.0021 -0.0030 0.0039
H -2.14594 0.40059 -7.89474 0.0208 -0.0098 0.0299
C 4.79894 2.48860 -2.67395 -0.1276 0.1515 0.1179
H -2.01595 -3.75889 4.70656 -0.0425 -0.0301 -0.0118
C 3.71985 -0.84668 -6.03505 -0.0047 0.0180 0.0037
H 5.81221 7.40157 -3.87884 -0.0161 -0.0023 0.0109
H -6.44311 1.65623 -0.11592 0.0793 0.0388 -0.0101
O -5.85010 2.02693 -4.27463 0.0022 -0.0994 0.2926
C 4.81747 4.97134 -2.89725 0.0641 -0.0443 -0.0193
N -2.18445 -1.14169 0.16059 0.1358 -0.0386 -0.3079
C 2.59215 1.25861 -5.56195 -0.0848 -0.0032 -0.0200
C -1.79326 1.30953 -5.98520 -0.0001 -0.0390 -0.0107
C 4.37863 -2.49280 3.21216 -0.0606 0.0413 0.0132
C -1.79139 0.25095 -6.88207 0.0215 -0.0056 0.0277
C 4.39595 -1.61512 1.99991 -0.3135 0.0497 0.1585
C 3.49214 -1.23549 -4.72633 0.0217 -0.0383 0.0613
C -3.10825 -2.86028 1.55453 -0.0737 -0.1898 0.1961
O -0.67691 -1.60634 -2.42761 -0.0519 0.2857 0.1824
C -0.95969 -1.20788 -5.15954 0.0989 0.0385 -0.0325
H 5.40461 2.24289 -3.54924 -0.0361 -0.0304 0.0109
C 5.04513 7.46597 -3.10500 -0.0192 -0.0364 0.0030
H 4.08053 1.68293 -2.53073 0.0606 -0.0624 -0.0415
H -2.16744 2.28015 -6.28819 0.0054 -0.0422 0.0195
C 5.45613 -1.69354 1.08275 0.1882 -0.0421 -0.1200
H 3.43717 -1.55902 -2.08494 -0.0169 -0.0077 -0.0494
C 3.36538 0.06598 0.81046 -0.1695 -0.3063 0.3906
H -1.80645 2.51070 -1.60888 -0.1289 -0.0210 -0.0289
C -4.08389 -2.36935 -0.58388 -0.0385 0.0836 -0.0763
O -7.58040 2.37842 -2.57147 0.2209 -0.1088 0.0852
C -3.12178 -1.36545 -0.74799 0.0738 0.2536 0.1018
N 4.39070 -0.00429 -0.08438 0.2045 0.1592 -0.1532
N 3.38147 -0.77043 1.86397 0.0729 0.0519 -0.1814
C -2.16712 -1.86553 1.27935 0.1389 -0.0128 0.2189
C 2.04987 2.55541 -6.11724 -0.0360 -0.0875 0.1624
H 2.34505 7.22467 -3.29344 0.0363 -0.0348 0.0003
C -4.40224 1.99033 0.49173 -0.1977 -0.1738 0.0544
C -0.55442 -0.43650 -2.83289 0.4448 -0.1362 0.0793
H 5.03933 -3.35184 3.10455 -0.0224 0.0345 -0.0083
S -6.43308 1.59485 -3.00687 -0.4665 0.1250 -0.6174
C -3.09229 2.20344 0.07080 0.3804 -0.1107 0.4248
C 2.03419 5.11738 -3.13977 0.0497 0.0495 -0.0273
H 1.71784 -1.66775 -2.45057 0.0138 0.0309 -0.0270
H 2.32221 -0.21896 -1.68907 0.1234 -0.1275 -0.2079
H -2.29204 2.21510 1.98389 -0.0577 0.1583 0.0113
C 3.25478 0.40421 -6.43158 0.0355 -0.0247 -0.0299
C 4.40453 -1.75882 -7.01950 -0.0322 0.0333 0.0442
C -1.08260 -1.55949 2.23497 -0.4940 -0.3726 0.2181

Entry 2:
102
Properties=species:S:1:pos:R:3:forces:R:3 method="wB97M-V/def2-TZVPD" multiplicity=1 smiles=CC(C)O.CC(C)O.CC(C)O.CC(C)O.CC(C)O.CC(C)O.CC(C)O.CC(C)O.CO charge=0 fmax_ev_per_a=2.36 de_lowest_kcal_mol=22.3
O 3.73340 -4.35641 -4.12018 0.2566 0.1315 -1.1405
C 2.38330 -3.38310 -2.37828 0.6313 -0.1198 0.2256
H 1.33180 3.01917 -4.11234 -0.0803 0.0403 -0.1928
H 1.05708 1.64152 0.63953 -0.1493 -0.1482 -0.0604
H -4.01219 0.21032 3.98804 0.1979 0.0086 -0.0521
H 3.31203 0.48430 -0.16300 0.1979 -0.1444 0.1991
H -3.17530 0.55580 1.03757 -0.0455 -0.0422 -0.0450
H 1.91138 -4.35299 -2.20832 -0.0642 -0.1445 -0.3055
H 0.92817 4.98811 2.41278 0.1214 -0.3715 0.2793
H -3.86631 1.21180 -1.24864 -0.0277 -0.2600 0.4385
H 0.29605 -5.85809 -0.23730 0.1444 0.4797 0.1832
C 1.42432 -2.74972 4.19443 -0.3428 -0.7158 0.5065
H 1.92932 2.62656 1.79432 -0.4475 0.0521 0.3001
H -0.61216 3.03211 1.96587 -0.2305 -0.2307 -0.3154
H -0.31725 -1.82497 3.39003 0.1222 0.4481 -0.0364
C -0.89668 3.34532 -4.34612 0.1729 -0.1643 0.8235
H -6.32195 0.59051 2.91345 0.1047 0.1659 0.4253
H 1.06532 -0.67082 3.60667 -0.1769 -0.0680 0.3481
H -1.42264 -5.85185 -0.24400 -0.2025 0.4754 0.0672
H 0.05682 4.61541 -5.72862 -0.0940 -0.0327 -0.5128
C -4.18231 3.35455 -1.18343 -0.1583 0.2171 0.3325
H -0.14931 -4.18873 3.84952 0.2825 0.0139 0.1892
C 0.95149 -4.18893 3.86971 -0.3429 0.7202 -0.5087
H -2.83715 4.76701 -2.13291 0.1554 -0.1114 -0.0180
C -5.38245 1.04931 2.60819 -0.4338 0.7842 -1.0332
O 0.45493 -0.91639 -1.03642 -0.7624 -0.5023 -0.0277
O -4.54888 -1.17851 2.65311 0.2390 0.1268 -0.2580
H 1.07647 -1.80832 2.30844 0.0151 -0.2384 -0.3410
C -0.01544 3.48549 1.17206 0.0991 0.2016 -0.4288
H -0.39363 -2.64396 -1.30038 0.2408 0.4903 -0.0415
H 2.39839 -2.94819 -1.37974 0.1590 0.3676 -0.0172
H 4.36218 1.20964 1.82531 0.0806 0.0402 0.4109
C 3.98295 0.32385 2.35823 1.0226 0.7512 0.1013
C -0.60193 -0.00431 -0.77023 0.7153 1.0954 -0.2534
H 2.99110 -4.95396 -4.05584 -0.2634 -0.1971 0.0626
H 4.88543 -3.73948 -1.06286 0.3605 0.2312 -0.1326
H 1.25844 -0.70541 -0.55530 0.2811 0.2185 0.3901
H 1.19621 -2.61022 5.26763 -0.0522 0.2509 -0.2782
C -2.95918 0.61064 2.10598 -0.4504 0.2290 0.5137
H -5.26704 3.17712 -1.08334 0.3040 0.1850 -0.2174
H -2.08460 -0.00428 2.32040 -0.1386 -0.1424 0.1339
H -0.60382 -5.65314 1.28849 0.1757 -0.4618 0.3664
O -3.74610 3.56757 0.15104 0.1982 -0.1507 0.4149
H -1.69009 5.01325 -5.54564 -0.0267 -0.2170 -0.0704
C 1.25482 2.66331 0.93519 0.2376 0.3790 -0.2532
H -2.65287 -3.68549 0.81926 0.3610 0.2950 0.1426
H 3.55921 -1.68284 1.69476 -0.4254 0.0161 -0.1944
H -1.49740 -3.62999 2.17885 -0.0952 0.3131 -0.2914
C -4.21352 0.19701 2.91360 1.0620 -1.0814 0.2027
H 4.73299 0.02047 3.07732 0.1514 0.1420 0.4581
C 4.68007 -4.32022 -1.96221 -0.1466 -0.0987 0.3681
H 1.26133 -4.94533 4.59400 0.2351 0.2624 -0.0855
O 2.93267 -0.22461 0.37089 -1.3510 -0.4381 -0.9182
H -0.54743 5.56192 1.76671 -0.1046 -0.5985 -0.4873
H 4.22592 -2.60011 -3.22435 0.0122 -0.2773 -0.0201
O -0.85323 3.62867 0.00270 -0.5286 -1.0390 0.1642
H -0.48313 5.45900 -4.35595 -0.1887 0.1146 0.3448
H -0.32138 0.96791 -1.21748 -0.4562 -0.2448 0.0359
C -0.59859 -3.83847 0.20734 0.3430 -1.0260 -0.3663
H -0.36736 3.65875 -0.82661 0.3619 -0.0706 0.2131
O 2.82109 -2.63262 4.00964 0.7064 0.0712 0.1491
H -4.70766 -1.25163 1.70040 0.0247 -0.0754 0.2184
C -3.90759 4.61530 -1.99724 -0.5262 -0.2168 -1.2588
C 3.87738 -0.72042 1.29725 1.0262 -0.0437 -1.0758
H -1.69633 3.36128 -3.59655 0.0574 0.3096 0.1026
H 1.77099 -2.77651 -3.02876 -0.2609 0.1225 -0.1272
C 5.23217 -0.91493 0.54851 -0.1365 0.5266 0.7283
H 5.21115 -1.57318 -0.32210 -0.3773 0.0044 0.2037
H 3.06949 0.65339 2.85294 -0.1744 -0.5321 -0.0913
H -3.70114 1.92933 -2.81272 -0.1689 0.2826 0.0629
H 0.43985 3.60744 -2.67343 0.2191 -0.0856 -0.3329
H 5.98466 -1.27686 1.23890 0.1523 -0.3192 0.1722
C 0.39745 2.95424 -3.56060 -1.4212 0.2870 -0.1224
H -2.42594 2.18694 -1.64542 -0.3154 -0.0911 0.1427
H -4.37789 4.54064 -3.01255 0.4410 0.0119 0.6920
H -1.84564 2.68229 -5.90808 -0.1203 0.0397 -0.1197
H -5.42437 1.10248 1.51287 -0.2041 0.3268 -0.0004
C -1.67422 -3.28907 1.14719 0.1434 -0.6563 -0.2847
H 3.01917 -1.69631 4.16764 0.1657 -0.4029 -0.0351
C -0.56402 -5.37985 0.24456 -0.1482 0.1377 0.0273
C -3.52124 2.10414 -1.74534 0.4933 0.2260 -0.7462
H 1.88985 3.13719 0.17360 -0.3176 -0.0113 -0.2034
O -0.85058 -3.46888 -1.13101 -0.3836 -0.1639 -0.3525
H -5.24309 2.06987 2.98617 -0.2785 -0.2191 -0.0619
C 0.76993 -1.68949 3.34145 -0.7983 -0.2861 -0.0893
H -2.70483 1.65469 2.31837 -0.0484 -0.0715 -0.0311
C 3.79805 -3.57713 -2.95760 -0.7194 -0.2294 1.2518
H 0.90039 5.33158 0.75273 -0.1200 0.2156 -0.3749
O -1.25266 2.31515 -5.25121 0.5528 -0.4080 -0.1493
H 5.57833 -4.67648 -2.46358 0.1982 0.2403 0.1833
H -2.77075 3.57801 0.16187 -0.2690 0.0345 -0.1407
H 0.41310 -3.46755 0.46303 -0.3749 -0.0408 0.2954
H 1.24996 -4.48081 2.85625 0.2032 0.0012 0.1828
H 0.22706 1.94169 -3.21046 0.2670 -0.2491 0.0469
H -1.66516 -2.20577 1.07812 -0.1932 0.1735 0.2120
C -0.78423 4.67319 -5.04318 0.6974 0.3802 0.1451
H -4.28966 5.52765 -1.54559 -0.1820 -0.1544 0.3039
C 0.29035 4.88764 1.53406 1.1082 1.6629 1.2535
H 5.62156 0.06268 0.23095 -0.2453 -0.0422 -0.1053
H 4.17151 -5.20701 -1.56872 -0.1767 -0.0351 -0.3075
H -1.51471 -0.36793 -1.22341 -0.0446 -0.1792 -0.2249
H -0.82406 0.21807 0.27914 0.2929 -0.4504 0.1235